1.
{"formula": "C3H6B3F7NO3", "method": "wB97M-V/def2-TZVPD", "species": ["F", "F", "F", "F", "F", "F", "F", "O", "O", "O", "N", "C", "C", "C", "B", "B", "B", "H", "H", "H", "H", "H", "H"], "coordinates": [[1.509, -0.473, 1.277], [0.876, -1.407, -2.048], [2.261, 0.182, -1.440], [0.001, 1.264, -2.073], [2.619, -1.919, 0.086], [0.471, -2.179, 0.415], [0.137, 1.278, 0.104], [-2.341, 0.147, 0.131], [-1.935, -1.196, -1.757], [-3.296, -2.043, 0.032], [1.803, 3.147, 1.591], [1.447, -1.287, 0.212], [-0.048, 0.455, -0.986], [1.152, -0.498, -1.086], [-2.565, -2.268, -1.120], [-2.776, -1.009, 0.783], [-1.515, -0.239, -0.896], [1.764, 3.951, 0.962], [-2.419, -3.368, -1.524], [-2.593, -1.171, 1.944], [1.219, 2.393, 1.212], [1.459, 3.417, 2.514], [2.769, 2.822, 1.669]], "total_energy_ha": -1172.02648, "e_homo_ha": -0.534, "homo_lumo_gap_ha": 0.3810, "de_lowest_kcal_mol": 0.0, "charge": 1}

***

2.
{"formula": "C6H8", "method": "wB97M-V/def2-TZVPD", "species": ["C", "C", "C", "C", "C", "C", "H", "H", "H", "H", "H", "H", "H", "H"], "coordinates": [[-1.139, -0.866, -0.182], [0.500, 0.435, -1.043], [0.324, -0.867, -0.393], [-1.489, 0.309, 0.201], [-0.113, 0.925, 0.354], [0.769, -0.363, 1.019], [-0.116, 2.067, 0.643], [1.025, -1.608, -0.819], [-2.306, 0.788, 0.620], [0.761, -0.763, 2.081], [1.592, 0.846, -1.076], [1.829, -0.132, 0.948], [-1.699, -1.720, -0.507], [0.062, 0.949, -1.848]], "total_energy_ha": -233.26712, "e_homo_ha": -0.329, "homo_lumo_gap_ha": 0.3726, "de_lowest_kcal_mol": 75.2, "charge": 0}

***

3.
{"formula": "C3H11NOS", "method": "wB97M-V/def2-TZVPD", "species": ["S", "O", "N", "C", "C", "C", "H", "H", "H", "H", "H", "H", "H", "H", "H", "H", "H"], "coordinates": [[-1.405, -0.134, -1.178], [1.246, -0.961, 1.026], [2.666, 0.109, -0.739], [-2.479, 1.307, 0.940], [-1.365, 0.334, 0.585], [2.554, -0.554, 0.555], [-2.457, 1.504, 2.010], [-0.438, 0.759, 0.943], [2.490, 1.086, -0.546], [2.957, 0.109, 1.324], [0.809, -1.236, 0.199], [1.914, -0.180, -1.347], [-2.289, 2.242, 0.408], [-1.554, -0.628, 1.062], [-3.455, 0.904, 0.666], [-0.109, -0.259, -1.472], [3.149, -1.471, 0.580]], "smiles": "CCS.NCO", "total_energy_ha": -649.04663, "e_homo_ha": -0.340, "homo_lumo_gap_ha": 0.3651, "de_lowest_kcal_mol": 22.2, "charge": 0}

***

4.
{"formula": "C20H17F10N3OOs", "method": "wB97M-V/def2-TZVPD", "species": ["Os", "F", "F", "F", "F", "F", "F", "F", "F", "F", "F", "O", "N", "N", "N", "C", "C", "C", "C", "C", "C", "C", "C", "C", "C", "C", "C", "C", "C", "C", "C", "C", "C", "C", "C", "H", "H", "H", "H", "H", "H", "H", "H", "H", "H", "H", "H", "H", "H", "H", "H", "H"], "coordinates": [[-0.408, 0.309, 0.359], [-4.361, 3.756, -0.203], [-3.895, 5.649, -2.072], [-2.579, 1.771, 0.168], [-1.660, 0.902, 2.468], [-3.240, 0.865, 4.658], [0.172, 3.676, -3.205], [-1.582, -3.381, 5.780], [-0.053, -3.411, 3.605], [-1.647, 5.613, -3.554], [-3.188, -1.282, 6.319], [-2.107, -0.985, -0.515], [-0.317, 1.615, -1.269], [1.389, -0.353, -0.299], [-0.144, -1.149, 1.755], [-2.335, 2.728, -0.746], [0.887, 1.336, -2.074], [2.531, 0.366, 0.343], [-0.843, -1.269, 2.919], [1.353, -0.083, -1.779], [1.426, -1.814, 0.013], [-1.134, 2.638, -1.513], [0.988, -2.046, 1.449], [-1.607, -2.350, 4.962], [-2.478, -0.174, 4.382], [-2.442, -1.272, 5.243], [-0.935, 3.667, -2.480], [-3.258, 3.715, -0.918], [-2.888, -3.137, -1.125], [-4.412, -1.335, -0.107], [-0.819, -2.348, 3.828], [-1.688, -0.198, 3.263], [-1.854, 4.670, -2.663], [-3.019, 4.700, -1.890], [-3.060, -1.763, -0.573], [0.727, -2.289, -0.675], [2.345, -0.262, -2.200], [-1.949, -3.230, -1.663], [2.426, -2.213, -0.168], [0.661, -0.808, -2.211], [0.678, 1.416, -3.140], [-4.978, -1.019, -0.989], [-3.728, -3.412, -1.763], [3.465, -0.012, -0.077], [-4.338, -0.496, 0.581], [-4.964, -2.162, 0.338], [1.661, 2.072, -1.845], [2.507, 0.195, 1.416], [1.794, -1.848, 2.162], [-2.904, -3.836, -0.282], [0.716, -3.093, 1.564], [2.445, 1.432, 0.154]], "multiplicity": 5, "total_energy_ha": -2100.41996, "e_homo_ha": [-0.523, -0.534], "homo_lumo_gap_ha": [0.3051, 0.1985], "de_lowest_kcal_mol": 2.5, "charge": 2}

***

5.
{"formula": "C37H48AsN6O4PReSSeSi2", "method": "wB97M-V/def2-TZVPD", "species": ["Re", "Se", "As", "S", "P", "Si", "Si", "O", "O", "O", "O", "N", "N", "N", "N", "N", "N", "C", "C", "C", "C", "C", "C", "C", "C", "C", "C", "C", "C", "C", "C", "C", "C", "C", "C", "C", "C", "C", "C", "C", "C", "C", "C", "C", "C", "C", "C", "C", "C", "C", "C", "C", "C", "C", "H", "H", "H", "H", "H", "H", "H", "H", "H", "H", "H", "H", "H", "H", "H", "H", "H", "H", "H", "H", "H", "H", "H", "H", "H", "H", "H", "H", "H", "H", "H", "H", "H", "H", "H", "H", "H", "H", "H", "H", "H", "H", "H", "H", "H", "H", "H", "H"], "coordinates": [[-0.351, -0.067, -0.452], [-2.985, -2.589, -3.528], [-0.054, 1.496, -2.173], [4.759, 4.998, -0.685], [-0.719, -1.314, 1.705], [-0.340, 0.646, -4.478], [0.353, 4.061, -2.461], [6.176, 4.757, -0.750], [0.636, -2.507, -0.924], [4.241, 5.649, 0.497], [4.136, 5.433, -1.926], [-2.465, -0.181, -0.617], [1.846, -0.243, -0.073], [2.064, -4.085, -1.640], [-2.042, -1.627, -2.387], [-4.512, -2.154, -2.821], [-0.620, 1.713, 1.467], [0.826, -3.608, -1.459], [-3.867, -4.653, 1.289], [-2.211, 0.790, -4.744], [-1.996, -2.606, 1.566], [4.064, 3.293, -0.503], [-1.619, -3.849, 1.053], [-0.275, -4.510, -1.945], [-4.781, 0.156, -0.030], [3.105, 1.332, -1.490], [-4.260, -3.406, 1.750], [-3.334, -2.382, 1.887], [3.699, 2.867, 0.757], [3.816, 2.521, -1.628], [2.578, -1.590, 4.067], [0.497, -3.302, 3.360], [-3.401, 0.395, 0.121], [-1.407, -0.121, 2.897], [-1.376, 4.390, -3.151], [0.388, -1.100, -4.458], [0.608, 4.732, -0.730], [3.000, 1.675, 0.892], [1.764, 4.184, -3.672], [-1.337, 1.243, 2.631], [-4.293, -1.331, -1.810], [-2.575, 0.344, 4.954], [-5.250, -0.713, -0.976], [0.566, -2.033, 2.795], [0.573, 1.748, -5.702], [-1.965, 2.144, 3.483], [-2.000, -0.560, 4.080], [-2.899, -1.043, -1.578], [-2.582, 1.698, 4.640], [1.473, -3.713, 4.258], [2.679, 0.928, -0.229], [-2.547, -4.869, 0.923], [1.610, -1.182, 3.166], [2.511, -2.865, 4.611], [-1.477, 3.982, -4.158], [1.504, 4.804, -4.532], [1.974, -0.637, 0.858], [0.631, 5.823, -0.768], [-2.136, 3.923, -2.521], [1.407, -4.700, 4.695], [-3.052, 2.410, 5.305], [-2.241, -5.839, 0.552], [4.184, 2.854, -2.588], [-3.054, 1.087, 0.875], [-0.197, 4.441, -0.053], [-5.468, 0.669, 0.627], [2.899, 0.707, -2.358], [2.717, 1.332, 1.883], [-2.559, 0.132, -5.541], [2.872, -3.560, -1.345], [-5.292, -3.236, 2.026], [-1.596, 5.457, -3.206], [-2.475, 1.808, -5.034], [-2.011, -1.619, 4.307], [2.630, 4.652, -3.189], [-3.021, -0.004, 5.875], [-2.770, 0.557, -3.836], [3.251, -3.188, 5.329], [2.071, 3.205, -4.034], [-1.953, 3.201, 3.245], [-4.587, -5.457, 1.217], [1.632, -0.164, 2.789], [0.371, 1.833, 1.675], [2.229, -4.978, -2.073], [0.278, -1.556, -3.475], [3.957, 3.468, 1.618], [3.370, -0.914, 4.358], [-0.106, -1.742, -5.191], [0.269, 2.791, -5.615], [1.447, -1.075, -4.717], [1.655, 1.698, -5.587], [-0.974, 2.623, 1.187], [-6.302, -0.928, -1.102], [-1.240, -4.111, -1.654], [0.346, 1.426, -6.721], [-0.228, -4.584, -3.033], [-0.323, -3.965, 3.129], [-0.157, -5.513, -1.536], [2.095, -0.975, -0.733], [-0.583, -4.016, 0.790], [1.567, 4.415, -0.316], [-3.652, -1.422, 2.269]], "multiplicity": 2, "total_energy_ha": -8101.73541, "e_homo_ha": [-0.431, -0.431], "homo_lumo_gap_ha": [0.1602, 0.1544], "de_lowest_kcal_mol": 50.5, "charge": 2}

***

6.
{"formula": "C21H40N2O5P3S3", "method": "wB97M-V/def2-TZVPD", "species": ["S", "S", "S", "P", "P", "P", "O", "O", "O", "O", "O", "N", "N", "C", "C", "C", "C", "C", "C", "C", "C", "C", "C", "C", "C", "C", "C", "C", "C", "C", "C", "C", "C", "C", "H", "H", "H", "H", "H", "H", "H", "H", "H", "H", "H", "H", "H", "H", "H", "H", "H", "H", "H", "H", "H", "H", "H", "H", "H", "H", "H", "H", "H", "H", "H", "H", "H", "H", "H", "H", "H", "H", "H", "H"], "coordinates": [[-0.699, 1.446, 2.409], [-5.261, 2.789, -0.060], [-3.497, 1.171, -1.938], [2.062, 2.772, -0.127], [2.003, 0.634, 0.286], [1.175, 1.327, 2.248], [3.379, 3.720, 0.519], [2.033, 3.260, -1.610], [6.085, 0.267, 0.915], [7.804, 1.752, -0.044], [0.701, 3.733, 0.530], [-6.180, 0.224, -0.923], [4.867, -1.533, -2.541], [-2.213, 1.336, -0.600], [3.064, -0.020, -4.163], [-6.488, -0.364, -2.278], [-7.410, 0.579, -0.128], [1.962, -1.212, 0.813], [5.027, 1.269, 0.539], [-5.134, 1.307, -0.954], [0.983, -3.249, 2.434], [1.108, -1.584, 2.203], [-6.301, -2.017, -2.102], [7.172, 0.565, -0.073], [2.290, 0.574, -2.880], [3.634, 0.872, 1.227], [4.141, -0.983, -1.383], [-7.246, 0.354, 1.513], [2.860, 0.099, -1.381], [4.273, -1.016, -3.777], [0.545, -3.462, 4.034], [1.453, -2.367, -0.198], [-0.633, 1.416, -1.176], [0.316, 0.354, -0.511], [4.562, -1.388, -0.339], [3.171, 4.101, 1.422], [-7.634, -0.205, -2.568], [-7.882, 1.637, -0.395], [1.645, 2.701, 2.560], [4.799, -1.474, -4.750], [3.026, -1.672, 1.109], [7.457, -0.206, -0.922], [0.348, -0.451, -1.406], [-5.862, 0.064, -3.167], [1.009, 4.324, 1.268], [5.474, 2.266, 1.036], [2.010, -3.419, -0.057], [-2.371, 0.473, 0.168], [-6.809, -2.423, -1.124], [0.267, -2.483, -0.090], [1.363, 1.265, -3.040], [1.912, 0.734, 3.382], [-0.011, -1.279, 2.167], [-2.396, 2.350, -0.011], [3.492, 1.720, 2.068], [-0.872, 1.163, -2.333], [0.043, -3.660, 1.824], [1.979, -3.798, 2.164], [2.706, 0.267, -5.241], [5.043, 1.523, -0.602], [-7.839, 1.209, 2.060], [-6.134, 0.244, 1.861], [1.587, -2.212, -1.356], [-6.775, -2.542, -3.035], [-0.342, -0.290, 0.257], [-5.136, -2.211, -2.015], [3.913, -0.018, 1.981], [-8.251, -0.205, -0.452], [1.112, -2.744, 4.760], [-7.804, -0.661, 1.794], [1.689, -1.340, 3.187], [0.718, -4.605, 4.246], [-0.636, -3.305, 4.044], [-0.444, 2.539, -1.277]], "total_energy_ha": -3527.94313, "e_homo_ha": -0.188, "homo_lumo_gap_ha": 0.2561, "charge": -1}

***

Copy entry 3 word for word.
{"formula": "C3H11NOS", "method": "wB97M-V/def2-TZVPD", "species": ["S", "O", "N", "C", "C", "C", "H", "H", "H", "H", "H", "H", "H", "H", "H", "H", "H"], "coordinates": [[-1.405, -0.134, -1.178], [1.246, -0.961, 1.026], [2.666, 0.109, -0.739], [-2.479, 1.307, 0.940], [-1.365, 0.334, 0.585], [2.554, -0.554, 0.555], [-2.457, 1.504, 2.010], [-0.438, 0.759, 0.943], [2.490, 1.086, -0.546], [2.957, 0.109, 1.324], [0.809, -1.236, 0.199], [1.914, -0.180, -1.347], [-2.289, 2.242, 0.408], [-1.554, -0.628, 1.062], [-3.455, 0.904, 0.666], [-0.109, -0.259, -1.472], [3.149, -1.471, 0.580]], "smiles": "CCS.NCO", "total_energy_ha": -649.04663, "e_homo_ha": -0.340, "homo_lumo_gap_ha": 0.3651, "de_lowest_kcal_mol": 22.2, "charge": 0}